(1)
Entry from the Open Molecules 2025 dataset: a 5-piece molecular cluster, C24H42BBrCl2N3O7 overall at a distorted geometry (wB97M-V/def2-TZVPD).

The geometry in XYZ format:
```
80
C24H42BBrCl2N3O7, DFT wB97M-V/def2-TZVPD
C -3.0475 -1.5680 4.4658
C -4.3400 -0.8998 3.8669
C -4.5765 -1.3109 2.3590
Cl -6.2715 -0.7551 1.9797
N -3.5912 -0.6375 1.4672
N -2.9115 0.3518 2.0114
C -2.0469 0.9493 1.2304
Cl -1.2024 2.3231 2.0149
C -1.6488 0.7028 -0.1576
C -0.5903 1.4736 -0.9528
C 0.8404 1.4730 -0.3046
C 1.8719 0.5533 -1.0522
C 2.3389 -0.6633 -0.1648
O 1.5831 -1.8317 -0.6181
C 1.1612 -2.5834 0.4654
O 0.0912 -3.1104 0.4021
C -2.4308 -0.4095 -0.7379
Br -2.1615 -0.9982 -2.5451
C -3.3822 -0.9795 0.1811
B -4.3103 -2.1823 -0.4229
N -4.2304 -3.5300 0.1582
O -5.2249 -1.9493 -1.4620
H -2.3813 -1.8245 3.5958
H -3.2647 -2.5510 4.9511
H -2.4482 -0.8911 5.1103
H -5.2084 -1.3587 4.4079
H -4.4249 0.1925 4.0340
H -4.4778 -2.4149 2.3465
H -0.9749 2.5172 -1.1072
H -0.5317 1.0238 -1.9686
H 1.2325 2.5192 -0.3627
H 0.8613 1.2013 0.7735
H 1.4872 0.1031 -1.9935
H 2.7816 1.1641 -1.3426
H 3.4427 -0.8011 -0.2001
H 2.0708 -0.5018 0.9145
H 1.8475 -2.6740 1.3479
H -5.1323 -4.0040 0.1479
H -3.4928 -4.0968 -0.2623
H -4.9705 -2.5441 -2.1900
C -9.1567 2.4411 -0.4003
C -7.9262 2.2764 -1.2557
O -7.6749 3.0460 -2.1549
C -7.0186 1.1118 -0.9454
H -9.7139 3.3156 -0.7345
H -9.7960 1.5612 -0.4938
H -8.8688 2.5864 0.6428
H -7.5626 0.1728 -1.0634
H -6.6362 1.1994 0.0721
H -6.1762 1.1171 -1.6379
C 0.1731 3.0339 -5.5525
C 0.3934 1.6533 -4.9944
O 0.6580 1.4805 -3.8210
C 0.2731 0.4942 -5.9484
H 0.2907 3.7688 -4.7565
H 0.9076 3.2414 -6.3323
H -0.8371 3.1145 -5.9580
H 1.0119 0.5901 -6.7455
H -0.7328 0.4632 -6.3715
H 0.4566 -0.4369 -5.4115
C 6.5794 -0.0511 -0.3806
C 6.2886 1.2535 -1.0737
O 5.2558 1.4314 -1.6883
C 7.3342 2.3337 -0.9743
H 5.7451 -0.7359 -0.5345
H 7.4821 -0.5007 -0.7969
H 6.7036 0.1145 0.6897
H 8.2700 1.9877 -1.4164
H 7.4912 2.6044 0.0713
H 6.9953 3.2157 -1.5175
C 7.1040 -0.7353 4.6306
C 7.7315 -1.5435 3.5236
O 7.7042 -1.1645 2.3718
C 8.3943 -2.8412 3.9059
H 6.6655 0.1708 4.2128
H 6.3161 -1.3155 5.1145
H 7.8634 -0.4523 5.3614
H 7.6632 -3.5138 4.3579
H 9.2105 -2.6505 4.6049
H 8.8015 -3.3154 3.0134
```

Values from the calculation:
charge = +1
E_LUMO = -4.54 eV
HOMO energy = -11.1 eV



(2)
Entry from the Open Molecules 2025 dataset: C24H42F5N5O8S2Y as an isolated structure at a distorted geometry (wB97M-V/def2-TZVPD).

The geometry in XYZ format:
```
87
C24H42F5N5O8S2Y, DFT wB97M-V/def2-TZVPD
Y 20.3722 -7.3600 -30.8316
C 18.3837 -7.1152 -33.7637
O 18.5644 -8.2771 -34.5232
O 19.0149 -7.1936 -32.5615
C 18.7511 -5.8526 -34.5144
F 17.9222 -5.6519 -35.5226
F 18.6213 -4.7917 -33.6791
F 19.9989 -5.8213 -34.9696
C 19.8286 -8.5585 -35.1243
C 19.7903 -10.0086 -35.5549
H 20.7813 -10.4090 -35.7679
H 19.2796 -10.6681 -34.8584
H 19.2396 -10.0817 -36.4972
H 20.6756 -8.3665 -34.4540
H 19.9774 -7.9584 -36.0218
H 17.2992 -7.1379 -33.6169
N 21.0267 -9.2513 -29.8649
S 21.4120 -9.8764 -28.4468
O 22.7644 -10.2738 -28.3470
O 20.4555 -10.6168 -27.7209
F 21.3714 -8.5203 -27.5919
S 20.9678 -10.8536 -30.6672
O 19.7791 -11.5514 -30.3698
O 22.2027 -11.3951 -30.9980
F 20.5562 -10.1266 -32.0466
O 25.8568 -10.9854 -31.6796
C 26.2932 -12.1071 -31.7328
O 26.1357 -13.0144 -30.7697
C 25.3037 -12.6626 -29.6652
C 26.0264 -13.0686 -28.3804
C 27.2228 -12.6105 -32.8173
H 24.4020 -13.2777 -29.7084
H 25.0246 -11.6131 -29.6575
H 26.9683 -12.5378 -28.2251
H 26.2641 -14.1308 -28.4020
H 25.3980 -12.8328 -27.5212
H 27.1513 -11.9878 -33.6999
H 27.1007 -13.6682 -33.0263
H 28.2152 -12.4835 -32.3696
C 23.0046 -3.0466 -29.3274
C 23.1395 -3.6230 -27.9117
C 23.6108 -5.0668 -27.8842
C 22.8949 -5.9275 -28.8125
N 22.3567 -6.5972 -29.5700
H 22.1937 -2.3407 -29.4596
H 22.9856 -3.8214 -30.1026
H 23.9487 -2.5605 -29.5873
H 22.2403 -3.5026 -27.3122
H 23.9115 -3.0157 -27.4440
H 23.4327 -5.5277 -26.9076
H 24.6632 -5.1896 -28.1542
C 20.4810 -13.4401 -23.9986
C 20.9912 -12.1260 -24.6852
C 21.8018 -12.4379 -25.9450
C 23.0688 -13.0793 -25.5857
N 24.0844 -13.5438 -25.3100
H 19.4128 -13.5639 -24.1544
H 20.8155 -13.4851 -22.9663
H 20.9340 -14.3231 -24.4619
H 21.5807 -11.6073 -23.9365
H 20.0787 -11.5896 -24.9373
H 22.0444 -11.4653 -26.3826
H 21.3158 -12.9808 -26.7535
C 17.1923 -11.0136 -27.2898
C 16.0908 -10.7105 -28.3374
C 16.6207 -10.5614 -29.7527
C 17.4886 -9.3944 -29.8868
N 18.1740 -8.4725 -29.9888
H 17.9457 -11.7035 -27.6628
H 16.6586 -11.4007 -26.4243
H 17.7010 -10.0974 -26.9871
H 15.5234 -9.8473 -27.9939
H 15.4128 -11.5649 -28.3517
H 15.8349 -10.3304 -30.4855
H 17.1316 -11.4514 -30.1158
C 18.7280 -15.1220 -34.7790
C 18.0409 -13.9862 -34.0303
C 18.9888 -13.1081 -33.1782
C 20.3189 -12.9354 -33.7300
N 21.3661 -12.8584 -34.1898
H 19.0245 -15.9571 -34.1483
H 19.5717 -14.7534 -35.3674
H 18.0706 -15.5198 -35.5567
H 17.3481 -14.4142 -33.3024
H 17.4587 -13.3963 -34.7369
H 19.0493 -13.5226 -32.1680
H 18.5405 -12.1312 -32.9665
```

Values from the calculation:
charge = +1
E_LUMO = -4.72 eV
HOMO energy = -11.6 eV



(3)
Entry from the Open Molecules 2025 dataset: C24H42NOP3Sm as an isolated structure at a distorted geometry (wB97M-V/def2-TZVPD).

The geometry in XYZ format:
```
72
C24H42NOP3Sm, DFT wB97M-V/def2-TZVPD
Sm -1.1230 0.7064 -0.1625
P 1.7844 -1.1370 1.0426
P 1.1198 2.4453 -0.4124
P -1.4651 -2.1087 -0.5866
H -0.8032 2.2821 -7.2159
C -1.8720 2.0279 -7.2101
C -2.8132 2.5161 -6.3690
H -2.8759 3.5018 -5.9293
C 3.3457 -2.0989 0.9056
C 2.2798 0.3408 1.9810
C 0.7195 -2.0877 2.1297
C 0.6177 3.5051 -1.8039
C 1.6347 3.7061 0.8227
C 2.7391 1.8095 -1.0075
C -2.6265 -2.2299 -2.0092
C -2.2159 -3.3252 0.6026
C -0.0172 -3.0599 -1.2146
H -2.1529 1.2316 -7.9809
H -3.6848 1.8849 -6.1857
H 3.7289 -2.3450 1.9331
H 4.1661 -1.5700 0.3740
H 3.2194 -3.0611 0.3689
H 2.8781 0.0024 2.8325
H 1.3925 0.8623 2.3599
H 2.8839 1.0225 1.3741
H 1.3404 -2.8471 2.6078
H -0.0737 -2.5717 1.5604
H 0.2705 -1.4537 2.8923
H 1.2454 4.4010 -1.8597
H -0.4281 3.8019 -1.6757
H 0.6928 2.9395 -2.7353
H 2.5898 4.1698 0.5243
H 1.7465 3.2670 1.8267
H 0.8578 4.4814 0.8934
H 3.5063 2.5984 -1.0709
H 2.5831 1.3877 -2.0081
H 3.1403 0.9889 -0.3940
H -3.0171 -3.2577 -2.0193
H -2.0967 -1.9876 -2.9440
H -3.4477 -1.5030 -1.8813
H -2.9285 -3.9720 0.0599
H -2.7599 -2.7705 1.3906
H -1.4366 -3.9406 1.0827
H -0.3283 -3.9779 -1.7375
H 0.6734 -3.3308 -0.4034
H 0.5419 -2.4270 -1.9163
C -0.9931 0.6312 -3.6053
C 0.2318 0.2165 -4.1841
C 0.1965 -0.4518 -5.4152
C -1.0618 -0.7766 -5.9934
C -2.1985 -0.1376 -5.5134
C -2.1169 0.7311 -4.4326
O -1.0896 0.7547 -2.2912
H 1.3374 -0.7830 -0.4069
H 1.1245 0.2994 -3.5249
H 1.1772 -0.6248 -5.9012
H -1.1612 -1.4471 -6.8557
H -3.1274 -0.1873 -6.0904
H -2.9108 1.3613 -4.0408
N -1.5992 0.9156 2.1556
C -1.5854 0.8116 3.3279
C -1.6051 0.7061 4.7175
C -2.8043 0.8773 5.4269
C -2.8037 0.7694 6.8093
C -1.6197 0.4791 7.4989
C -0.4309 0.3033 6.7943
C -0.4096 0.4174 5.3996
H -3.7068 1.0993 4.8830
H -3.7278 0.9065 7.3469
H -1.6396 0.3983 8.6000
H 0.4800 0.0730 7.3395
H 0.5351 0.2960 4.8783
```

Values from the calculation:
charge = +3
<S²> = 8.79
E_LUMO (spin up / spin down) = -10.08 / -9.29 eV
energy above the lowest of the compared OMol25 structures with the same formula, charge and spin = 4.2 kcal/mol
spin multiplicity = 6
HOMO energy (spin up / spin down) = -14.2 / -14.2 eV



Number 1: DFT total energy -140129.3076 eV. Number 2: DFT total energy -85694.2081 eV. Number 3: DFT total energy -74850.0152 eV.